Computed, not measured: a structure of composition C13H29Cl2N2OP2Tc at a distorted geometry, with ωB97M-V/def2-TZVPD.

charge	+3
orbital gap (alpha / beta)	5.910 / 6.026	eV
2S+1	4
LUMO energy (alpha / beta)	-13.10 / -12.89	eV
E_HOMO (alpha / beta)	-0.6985 / -0.6952	Ha

Cartesian coordinates (Å):
C: -3.747 0.516 -3.714
C: -2.971 0.584 -2.471
H: -4.742 0.982 -3.641
H: -3.911 -0.539 -3.978
H: -3.181 1.024 -4.514
O: -3.025 1.102 -1.389
Cl: -1.239 -0.374 -2.875
Tc: -0.004 -0.273 -0.882
P: -1.346 -1.795 0.152
C: -1.970 -1.536 1.850
C: -2.878 -2.373 -0.685
H: -3.273 -3.221 -0.101
H: -1.156 -4.187 0.437
H: -2.672 -2.714 -1.709
H: 0.125 -3.558 -0.663
H: -2.624 -0.652 1.847
H: -3.618 -1.566 -0.700
C: -0.430 -3.383 0.269
H: -2.546 -2.411 2.173
H: 0.278 -3.340 1.105
H: -1.140 -1.374 2.547
P: 0.650 1.893 -1.071
C: 0.543 3.096 0.323
C: 2.447 1.915 -1.480
H: -0.080 2.407 -3.370
H: 0.711 3.799 -2.567
H: -0.983 3.352 -2.145
C: 0.004 2.962 -2.425
H: 2.661 1.105 -2.189
H: 2.710 2.885 -1.915
H: 0.984 4.066 0.043
H: 1.075 2.697 1.199
H: 3.024 1.750 -0.563
H: -0.520 3.241 0.574
Cl: 1.461 -1.499 -2.207
C: 1.355 0.884 4.379
C: 1.632 0.236 3.086
C: 2.697 -0.522 2.618
C: 2.435 -0.876 1.286
N: 1.227 -0.340 0.944
N: 0.773 0.314 2.050
C: 3.308 -1.691 0.416
H: 1.337 0.127 5.177
H: 2.167 1.584 4.624
H: 0.404 1.424 4.375
H: 3.580 -0.804 3.169
H: -0.133 0.793 2.058
H: 4.305 -1.231 0.334
H: 3.410 -2.713 0.817
H: 2.888 -1.766 -0.597